one:
ORCA calculation (ωB97M-V with the def2-TZVPD basis set) on a cluster of 2 separate species, C2H10NO in total.

CARTESIAN COORDINATES (ANGSTROEM)
C (2.2039, 0.0850, -0.3847)
N (1.0786, -0.0590, 0.6104)
H (1.0364, -0.8365, 1.1560)
H (1.2050, 0.7271, 1.3021)
H (0.2180, 0.0785, 0.0981)
H (3.3045, 0.3582, -0.0206)
H (1.9606, 0.9174, -1.1127)
H (2.2567, -0.8489, -1.0113)
C (-2.2864, -0.3051, 0.1999)
O (-1.4994, 0.6007, -0.6660)
H (-2.0529, 0.7974, -1.5748)
H (-2.6393, -1.1791, -0.2777)
H (-3.1397, 0.2496, 0.6204)
H (-1.6460, -0.5856, 1.0607)

The orbital gap comes out at 0.4164 Ha. Its net charge is +1. The LUMO energy is -3.541 eV.

Atomic partial charges in e from the Mulliken method, atoms 1 to 2:
1 C -0.71
2 N -0.16

***

two:
ORCA calculation (ωB97M-V with the def2-TZVPD basis set) on a cluster of 2 separate species, C2H10NO in total.

CARTESIAN COORDINATES (ANGSTROEM)
C (-1.8695, 0.5854, -0.6630)
C (-0.8824, 0.9212, 0.3818)
N (0.1936, -0.2150, 0.6054)
H (-1.8797, 1.4268, -1.3858)
H (-1.6226, -0.2983, -1.2988)
H (-2.8125, 0.2272, -0.2639)
H (-0.2281, 1.7740, 0.0067)
H (-1.2968, 1.1680, 1.3466)
H (1.0568, 0.2183, 0.9898)
H (0.5368, -0.6837, -0.2415)
H (-0.0775, -0.9325, 1.2684)
H (3.1522, -0.9313, -0.9057)
H (3.1120, -1.8669, 0.4157)
O (2.6177, -1.3935, -0.2558)

The orbital gap comes out at 0.4656 Ha. Its net charge is +1. The LUMO energy is -3.513 eV.

Atomic partial charges in e from the Mulliken method, atoms 1 to 2:
1 C -0.99
2 C -0.25

***

Which of them is the most stable? Correct choice: two.

***

one:
ORCA calculation (ωB97M-V with the def2-TZVPD basis set) on a structure of composition C5H8P2.

CARTESIAN COORDINATES (ANGSTROEM)
C (1.6199, 0.0456, -1.2637)
C (1.3216, 0.0844, 0.0855)
C (0.5914, 0.2338, -2.1940)
C (-0.1492, 0.1316, 0.2431)
C (-0.6800, 0.8052, 1.5934)
P (-0.8481, 0.6925, -1.3848)
P (-1.1984, -1.5904, 0.0856)
H (2.6752, -0.0634, -1.5564)
H (2.0484, -0.0414, 0.7577)
H (0.6059, 0.1682, -3.2239)
H (-1.7143, 1.0053, 1.4631)
H (-0.0742, 1.7110, 1.7155)
H (-0.7700, 0.2158, 2.6284)
H (-0.1991, -2.2426, -0.6115)
H (-1.7342, -1.3108, -1.2072)

The orbital gap (alpha / beta) comes out at 0.2482 / 0.2746 Ha. Its net charge is 0. As for the spin multiplicity: 3. The LUMO energy (alpha / beta) is 1.032 / -1.752 eV. Its expectation value of S² is 2.019.

Atomic partial charges in e from the Mulliken method, atoms 1 to 2:
1 C -0.07
2 C -1.07

***

two:
ORCA calculation (ωB97M-V with the def2-TZVPD basis set) on the molecule C5H8P2.

CARTESIAN COORDINATES (ANGSTROEM)
C (0.8841, -0.4867, 1.7365)
C (1.5138, -0.2083, 0.5049)
C (-0.4422, -0.0929, 1.7436)
C (0.7280, 0.3945, -0.4863)
C (-2.4095, -0.1374, -0.6280)
P (-0.8971, 0.8200, 0.2551)
P (1.2928, 0.8738, -2.1259)
H (1.2299, -1.2523, 2.4374)
H (2.5755, -0.4487, 0.3091)
H (-1.1273, -0.2888, 2.5798)
H (-2.1719, -1.3061, -0.7841)
H (-2.5604, 0.1696, -1.6548)
H (-3.3168, 0.1624, -0.0319)
H (2.4426, 0.0026, -2.2565)
H (2.2586, 1.7983, -1.5990)

The orbital gap (alpha / beta) comes out at 0.2499 / 0.1821 Ha. Its net charge is 0. As for the spin multiplicity: 3. The LUMO energy (alpha / beta) is 1.089 / -3.108 eV. Its expectation value of S² is 2.007.

Atomic partial charges in e from the Mulliken method, atoms 1 to 2:
1 C -0.42
2 C -0.11

***

Which of them is the most stable? Correct choice: one.

***

one:
ORCA calculation (ωB97M-V with the def2-TZVPD basis set) on the molecule C8H4O3.

CARTESIAN COORDINATES (ANGSTROEM)
O (2.4923, -2.1800, -0.0378)
C (1.9360, -1.1307, -0.0088)
O (2.6834, 0.0225, -0.0577)
C (1.8732, 1.1918, -0.0363)
O (2.3195, 2.3102, 0.0747)
C (0.4744, 0.6992, -0.0305)
C (-0.7138, 1.4058, -0.0506)
C (-1.9164, 0.7044, -0.0900)
C (-1.9074, -0.7287, 0.0108)
C (-0.6965, -1.4500, 0.0577)
C (0.4701, -0.6769, 0.0286)
H (-0.6492, 2.4718, -0.0044)
H (-2.8902, 1.1413, 0.0177)
H (-2.8330, -1.2422, 0.0566)
H (-0.6424, -2.5384, 0.0700)

The orbital gap comes out at 0.3601 Ha. Its net charge is 0. The LUMO energy is -0.775 eV.

Atomic partial charges in e from the Mulliken method, atoms 1 to 2:
1 O -0.51
2 C 0.37

***

two:
ORCA calculation (ωB97M-V with the def2-TZVPD basis set) on the molecule C8H4O3.

CARTESIAN COORDINATES (ANGSTROEM)
O (2.3935, -0.2350, 2.0128)
C (1.7684, 0.2946, 1.0503)
O (2.3889, 1.1554, 0.0338)
C (1.7064, 1.1636, -1.1128)
O (1.8745, 1.8314, -2.1158)
C (0.3390, 0.4553, -0.8043)
C (-0.9150, 0.1471, -1.4833)
C (-1.7929, -0.7345, -0.7589)
C (-1.4419, -1.1129, 0.6036)
C (-0.4845, -0.3704, 1.4898)
C (0.4701, 0.2402, 0.5347)
H (-1.1450, 0.4299, -2.3276)
H (-2.7294, -1.2578, -1.0982)
H (-2.0020, -1.7193, 1.3457)
H (-0.4301, -0.2874, 2.6301)

The orbital gap comes out at 0.3318 Ha. Its net charge is 0. The LUMO energy is -1.018 eV.

Atomic partial charges in e from the Mulliken method, atoms 1 to 2:
1 O -0.54
2 C 0.44

***

Which of them is the most stable? Correct choice: one.